17 unconnected molecules or ions with the total composition C74H178Cl14N10 at a distorted geometry, computed with ωB97M-V/def2-TZVPD.

Bonds (Å) are listed after each position.
Atoms and positions in Å:
1 C 11.452 21.306 19.347  C2 1.523, H8 1.081, H9 1.133, H10 1.124
2 C 12.938 21.290 19.017  C1 1.523, N3 1.379, H11 1.126, H12 1.081
3 N 13.591 22.489 19.212  C2 1.379, C4 1.457, C6 1.524
4 C 15.017 22.217 19.088  N3 1.457, C5 1.565, H13 1.102, H14 1.132
5 C 15.758 23.473 19.657  C4 1.565, H15 1.054, H16 1.091, H17 1.083
6 C 13.227 23.677 18.329  N3 1.524, C7 1.553, H18 1.098, H19 1.092
7 C 13.331 23.446 16.797  C6 1.553, H20 1.093, H21 1.111, H22 1.087
8 H 10.939 20.426 18.985  C1 1.081
9 H 10.824 22.109 18.853  C1 1.133
10 H 11.366 21.339 20.467  C1 1.124
11 H 13.425 20.546 19.708  C2 1.126
12 H 13.021 20.829 18.043  C2 1.081
13 H 15.272 21.365 19.740  C4 1.102
14 H 15.298 21.876 18.046  C4 1.132
15 H 15.766 24.209 18.902  C5 1.054
16 H 15.228 23.889 20.515  C5 1.091
17 H 16.788 23.182 19.817  C5 1.083
18 H 13.940 24.452 18.641  C6 1.098
19 H 12.209 24.018 18.525  C6 1.092
20 H 12.598 22.691 16.501  C7 1.093
21 H 14.359 23.090 16.574  C7 1.111
22 H 13.148 24.424 16.360  C7 1.087
23 C 16.704 14.159 20.945  C24 1.540, H30 1.077, H31 1.079, H32 1.116
24 C 16.479 12.649 20.740  C23 1.540, N25 1.481, H33 1.097, H34 1.099
25 N 16.471 12.194 19.330  C24 1.481, C26 1.452, C28 1.474
26 C 16.786 10.777 19.333  N25 1.452, C27 1.523, H35 1.119, H36 1.120
27 C 18.233 10.416 19.640  C26 1.523, H37 1.101, H38 1.042, H39 1.063
28 C 15.128 12.395 18.754  N25 1.474, C29 1.500, H40 1.109, H41 1.115
29 C 15.112 12.411 17.254  C28 1.500, H42 1.113, H43 1.074, H44 1.128
30 H 17.506 14.351 21.637  C23 1.077
31 H 15.784 14.465 21.419  C23 1.079
32 H 16.961 14.727 20.020  C23 1.116
33 H 17.272 12.108 21.272  C24 1.097
34 H 15.529 12.342 21.199  C24 1.099
35 H 16.104 10.307 20.085  C26 1.119
36 H 16.587 10.406 18.295  C26 1.120
37 H 18.898 10.880 18.895  C27 1.101
38 H 18.526 10.756 20.580  C27 1.042
39 H 18.278 9.366 19.476  C27 1.063
40 H 14.713 13.358 19.113  C28 1.109
41 H 14.537 11.543 19.164  C28 1.115
42 H 15.365 11.450 16.753  C29 1.113
43 H 15.525 13.243 16.715  C29 1.074
44 H 14.032 12.444 16.931  C29 1.128
45 C 20.480 17.762 13.374  C46 1.501, H52 1.104, H53 1.044, H54 1.103
46 C 19.117 18.370 13.221  C45 1.501, N47 1.447, H55 1.115, H56 1.109
47 N 18.585 18.357 11.875  C46 1.447, C48 1.403, C50 1.459
48 C 18.156 17.117 11.379  N47 1.403, C49 1.551, H57 1.103, H58 1.104
49 C 17.993 16.929 9.848  C48 1.551, H59 1.046, H60 1.080, H61 1.090
50 C 17.533 19.350 11.681  N47 1.459, C51 1.497, H62 1.122, H63 1.102
51 C 18.210 20.672 11.494  C50 1.497, H64 1.100, H65 1.094, H66 1.100
52 H 20.463 16.714 13.026  C45 1.104
53 H 20.717 17.737 14.390  C45 1.044
54 H 21.203 18.339 12.773  C45 1.103
55 H 18.444 17.812 13.914  C46 1.115
56 H 19.057 19.406 13.612  C46 1.109
57 H 18.759 16.280 11.770  C48 1.103
58 H 17.182 16.847 11.823  C48 1.104
59 H 18.896 17.058 9.336  C49 1.046
60 H 17.534 15.958 9.742  C49 1.080
61 H 17.368 17.735 9.463  C49 1.090
62 H 16.799 19.257 12.524  C50 1.122
63 H 16.958 19.091 10.776  C50 1.102
64 H 17.712 21.462 10.912  C51 1.100
65 H 19.129 20.457 10.941  C51 1.094
66 H 18.570 21.170 12.406  C51 1.100
67 C 22.838 18.125 22.726  C68 1.481, H74 1.112, H75 1.072, H76 1.099
68 C 21.505 17.686 23.200  C67 1.481, N69 1.440, H77 1.072, H78 1.144
69 N 20.685 17.458 22.038  C68 1.440, C70 1.444, C72 1.500
70 C 19.259 17.577 22.227  N69 1.444, C71 1.488, H79 1.166, H80 1.089
71 C 18.733 18.894 22.678  C70 1.488, H81 1.097, H82 1.040, H83 1.062
72 C 21.056 16.099 21.520  N69 1.500, C73 1.508, H84 1.102, H85 1.064
73 C 21.066 16.061 20.013  C72 1.508, H86 1.065, H87 1.105, H88 1.104
74 H 22.637 18.812 21.876  C67 1.112
75 H 23.464 17.339 22.351  C67 1.072
76 H 23.466 18.584 23.501  C67 1.099
77 H 21.589 16.805 23.805  C68 1.072
78 H 21.030 18.542 23.793  C68 1.144
79 H 18.812 17.403 21.164  C70 1.166
80 H 18.968 16.746 22.869  C70 1.089
81 H 19.063 19.172 23.687  C71 1.097
82 H 19.115 19.633 22.055  C71 1.040
83 H 17.673 18.935 22.634  C71 1.062
84 H 20.445 15.345 22.041  C72 1.102
85 H 22.056 15.923 21.835  C72 1.064
86 H 21.814 16.729 19.656  C73 1.065
87 H 20.102 16.410 19.601  C73 1.105
88 H 21.417 15.095 19.610  C73 1.104
89 C 19.696 13.432 17.909  C90 1.521, H96 1.092, H97 1.046, H98 1.086
90 C 18.794 12.907 16.802  C89 1.521, N91 1.455, H99 1.118, H100 1.111
91 N 19.492 12.627 15.557  C90 1.455, C92 1.432, C94 1.482
92 C 20.288 11.438 15.543  N91 1.432, C93 1.542, H101 1.035, H102 1.090
93 C 21.306 11.250 14.399  C92 1.542, H103 1.061, H104 1.087, H105 1.090
94 C 18.557 12.581 14.408  N91 1.482, C95 1.588, H106 1.114, H107 1.114
95 C 18.582 13.984 13.665  C94 1.588, H108 1.083, H109 1.061, H110 1.132
96 H 20.033 14.453 17.723  C89 1.092
97 H 20.529 12.801 17.954  C89 1.046
98 H 19.226 13.430 18.889  C89 1.086
99 H 18.237 12.020 17.192  C90 1.118
100 H 18.016 13.630 16.477  C90 1.111
101 H 20.818 11.457 16.432  C92 1.035
102 H 19.728 10.504 15.582  C92 1.090
103 H 20.889 11.017 13.451  C93 1.061
104 H 21.867 12.181 14.389  C93 1.087
105 H 22.038 10.519 14.741  C93 1.090
106 H 17.507 12.441 14.752  C94 1.114
107 H 18.732 11.736 13.704  C94 1.114
108 H 17.890 13.883 12.837  C95 1.083
109 H 19.599 14.146 13.409  C95 1.061
110 H 18.262 14.832 14.343  C95 1.132
111 C 27.837 17.478 20.343  C112 1.532, H118 1.114, H119 1.100, H120 1.122
112 C 26.544 17.455 21.164  C111 1.532, N113 1.499, H121 1.119, H122 1.080
113 N 25.294 17.044 20.445  C112 1.499, C114 1.497, C116 1.436
114 C 25.149 15.624 19.996  N113 1.497, C115 1.507, H123 1.136, H124 1.080
115 C 25.120 14.719 21.201  C114 1.507, H125 1.095, H126 1.081, H127 1.113
116 C 24.873 17.941 19.406  N113 1.436, C117 1.536, H128 1.079, H129 1.151
117 C 24.744 19.420 19.802  C116 1.536, H130 1.129, H131 1.109, H132 1.079
118 H 27.783 18.127 19.440  C111 1.114
119 H 28.217 16.471 20.115  C111 1.100
120 H 28.649 17.890 20.999  C111 1.122
121 H 26.688 16.727 22.001  C112 1.119
122 H 26.375 18.432 21.592  C112 1.080
123 H 24.158 15.514 19.452  C114 1.136
124 H 25.818 15.167 19.282  C114 1.080
125 H 24.369 15.115 21.892  C115 1.095
126 H 24.804 13.734 20.888  C115 1.081
127 H 26.128 14.699 21.672  C115 1.113
128 H 23.962 17.500 19.031  C116 1.079
129 H 25.590 17.913 18.505  C116 1.151
130 H 25.703 19.899 20.157  C117 1.129
131 H 24.018 19.503 20.637  C117 1.109
132 H 24.214 19.952 19.027  C117 1.079
133 C 16.714 27.191 16.548  C134 1.544, H140 1.098, H141 1.102, H142 1.077
134 C 16.783 25.658 16.380  C133 1.544, N135 1.451, H143 1.101, H144 1.115
135 N 18.116 25.211 16.022  C134 1.451, C136 1.432, C138 1.444
136 C 18.692 24.241 16.906  N135 1.432, C137 1.535, H145 1.130, H146 1.079
137 C 19.191 24.931 18.183  C136 1.535, H147 1.117, H148 1.089, H149 1.082
138 C 18.237 24.921 14.613  N135 1.444, C139 1.541, H150 1.097, H151 1.141
139 C 17.758 23.567 14.054  C138 1.541, H152 1.090, H153 1.117, H154 1.128
140 H 17.061 27.683 15.630  C133 1.098
141 H 17.376 27.496 17.375  C133 1.102
142 H 15.734 27.525 16.846  C133 1.077
143 H 16.435 25.144 17.290  C134 1.101
144 H 16.126 25.495 15.494  C134 1.115
145 H 18.002 23.419 17.258  C136 1.130
146 H 19.518 23.808 16.364  C136 1.079
147 H 18.357 25.111 18.904  C137 1.117
148 H 19.950 24.331 18.683  C137 1.089
149 H 19.550 25.923 17.943  C137 1.082
150 H 19.307 24.935 14.369  C138 1.097
151 H 17.744 25.732 13.980  C138 1.141
152 H 16.702 23.538 14.323  C139 1.090
153 H 18.304 22.702 14.504  C139 1.117
154 H 17.877 23.683 12.939  C139 1.128
155 C 16.159 19.509 15.698  C156 1.538, H162 1.123, H163 1.070, H164 1.109
156 C 16.745 18.856 16.960  C155 1.538, N157 1.464, H165 1.101, H166 1.066
157 N 16.258 17.485 17.122  C156 1.464, C158 1.478, C160 1.464
158 C 17.074 16.521 16.353  N157 1.478, C159 1.592, H167 1.103, H168 1.098
159 C 18.634 16.527 16.669  C158 1.592, H169 1.085, H170 1.078, H171 1.094
160 C 16.278 17.081 18.529  N157 1.464, C161 1.502, H172 1.102, H173 1.088
161 C 15.238 17.715 19.408  C160 1.502, H174 1.061, H175 1.083, H176 1.124
162 H 16.447 18.981 14.748  C155 1.123
163 H 16.589 20.488 15.656  C155 1.070
164 H 15.050 19.520 15.713  C155 1.109
165 H 17.830 18.895 16.779  C156 1.101
166 H 16.498 19.488 17.782  C156 1.066
167 H 16.726 15.493 16.549  C158 1.103
168 H 16.930 16.611 15.268  C158 1.098
169 H 19.007 15.580 16.294  C159 1.085
170 H 19.167 17.295 16.132  C159 1.078
171 H 18.961 16.477 17.711  C159 1.094
172 H 17.256 17.303 18.988  C160 1.102
173 H 16.054 16.016 18.519  C160 1.088
174 H 15.462 18.745 19.532  C161 1.061
175 H 15.343 17.188 20.348  C161 1.083
176 H 14.179 17.642 19.039  C161 1.124
177 C 22.461 15.871 16.684  C178 1.563, H184 1.083, H185 1.090, H186 1.081
178 C 23.181 15.522 15.341  C177 1.563, N179 1.459, H187 1.043, H188 1.119
179 N 24.626 15.371 15.482  C178 1.459, C180 1.492, C182 1.413
180 C 25.137 15.132 14.101  N179 1.492, C181 1.558, H189 1.095, H190 1.119
181 C 24.942 16.235 13.019  C180 1.558, H191 1.107, H192 1.082, H193 1.076
182 C 25.036 14.357 16.375  N179 1.413, C183 1.484, H194 1.113, H195 1.167
183 C 26.461 14.291 16.783  C182 1.484, H196 1.041, H197 1.127, H198 1.119
184 H 23.160 16.462 17.262  C177 1.083
185 H 22.167 14.897 17.077  C177 1.090
186 H 21.591 16.504 16.583  C177 1.081
187 H 22.751 14.659 14.942  C178 1.043
188 H 23.044 16.315 14.563  C178 1.119
189 H 26.203 14.902 14.195  C180 1.095
190 H 24.486 14.259 13.848  C180 1.119
191 H 25.211 17.246 13.381  C181 1.107
192 H 25.612 15.988 12.206  C181 1.082
193 H 23.993 16.247 12.511  C181 1.076
194 H 24.709 13.379 15.955  C182 1.113
195 H 24.306 14.382 17.284  C182 1.167
196 H 26.778 15.134 17.306  C183 1.041
197 H 27.076 14.177 15.846  C183 1.127
198 H 26.680 13.414 17.444  C183 1.119
199 C 14.545 22.824 11.071  C200 1.507, H206 1.078, H207 1.121, H208 1.070
200 C 14.072 21.973 12.222  C199 1.507, N201 1.460, H209 1.124, H210 1.081
201 N 12.958 21.082 11.917  C200 1.460, C202 1.440, C204 1.466
202 C 12.833 19.982 12.840  N201 1.440, C203 1.498, H211 1.101, H212 1.108
203 C 13.972 19.010 12.822  C202 1.498, H213 1.092, H214 1.114, H215 1.045
204 C 11.692 21.762 11.626  N201 1.466, C205 1.513, H216 1.114, H217 1.066
205 C 10.685 20.818 11.006  C204 1.513, H218 1.122, H219 1.098, H220 1.086
206 H 13.901 23.641 10.790  C199 1.078
207 H 14.571 22.213 10.132  C199 1.121
208 H 15.500 23.302 11.125  C199 1.070
209 H 14.881 21.293 12.606  C200 1.124
210 H 13.752 22.532 13.090  C200 1.081
211 H 12.615 20.371 13.846  C202 1.101
212 H 11.901 19.458 12.550  C202 1.108
213 H 13.657 18.152 13.418  C203 1.092
214 H 14.209 18.748 11.766  C203 1.114
215 H 14.866 19.279 13.292  C203 1.045
216 H 11.855 22.592 10.901  C204 1.114
217 H 11.277 22.223 12.493  C204 1.066
218 H 9.885 21.482 10.586  C205 1.122
219 H 10.244 20.176 11.780  C205 1.098
220 H 11.087 20.174 10.229  C205 1.086
221 Cl 14.647 14.166 13.626  C222 1.841
222 C 13.097 14.433 12.669  Cl221 1.841, C223 1.522, H225 1.081, H226 1.110
223 C 13.316 15.367 11.487  C222 1.522, Cl224 1.781, H227 1.111, H228 1.080
224 Cl 14.203 14.728 10.080  C223 1.781
225 H 12.481 15.000 13.353  C222 1.081
226 H 12.605 13.454 12.495  C222 1.110
227 H 13.748 16.311 11.883  C223 1.111
228 H 12.364 15.674 11.079  C223 1.080
229 Cl 18.697 21.218 19.454  C230 1.769
230 C 19.765 20.058 18.651  Cl229 1.769, C231 1.524, H233 1.078, H234 1.103
231 C 21.203 20.101 19.153  C230 1.524, Cl232 1.741, H235 1.059, H236 1.106
232 Cl 22.025 21.611 18.879  C231 1.741
233 H 19.679 20.408 17.635  C230 1.078
234 H 19.311 19.056 18.721  C230 1.103
235 H 21.810 19.403 18.636  C231 1.059
236 H 21.244 19.837 20.227  C231 1.106
237 Cl 11.984 14.765 16.923  C238 1.801
238 C 13.321 15.891 16.490  Cl237 1.801, C239 1.494, H241 1.100, H242 1.062
239 C 12.812 17.290 16.367  C238 1.494, Cl240 1.858, H243 1.080, H244 1.120
240 Cl 11.647 17.477 14.932  C239 1.858
241 H 13.869 15.365 15.694  C238 1.100
242 H 14.018 15.792 17.285  C238 1.062
243 H 13.647 17.962 16.234  C239 1.080
244 H 12.177 17.570 17.247  C239 1.120
245 Cl 12.492 15.318 21.809  C246 1.831
246 C 10.844 15.341 21.011  Cl245 1.831, C247 1.512, H249 1.125, H250 1.109
247 C 10.067 16.545 21.492  C246 1.512, Cl248 1.790, H251 1.094, H252 1.083
248 Cl 10.726 18.111 20.928  C247 1.790
249 H 10.322 14.461 21.478  C246 1.125
250 H 10.992 15.262 19.914  C246 1.109
251 H 10.097 16.557 22.585  C247 1.094
252 H 9.029 16.474 21.193  C247 1.083
253 Cl 27.195 19.886 16.219  C254 1.776
254 C 27.106 18.121 16.043  Cl253 1.776, C255 1.525, H257 1.107, H258 1.082
255 C 27.782 17.670 14.752  C254 1.525, Cl256 1.791, H259 1.062, H260 1.136
256 Cl 29.565 17.786 14.883  C255 1.791
257 H 26.054 17.789 15.954  C254 1.107
258 H 27.556 17.660 16.912  C254 1.082
259 H 27.542 18.346 13.970  C255 1.062
260 H 27.551 16.584 14.512  C255 1.136
261 Cl 23.272 19.082 16.288  C262 1.757
262 C 23.512 20.692 15.628  Cl261 1.757, C263 1.558, H265 1.102, H266 1.096
263 C 22.528 21.023 14.466  C262 1.558, Cl264 1.755, H267 1.060, H268 1.056
264 Cl 20.905 21.208 15.108  C263 1.755
265 H 24.551 20.704 15.261  C262 1.102
266 H 23.322 21.396 16.445  C262 1.096
267 H 22.614 20.281 13.714  C263 1.060
268 H 22.902 21.962 14.156  C263 1.056
269 Cl 15.192 19.931 22.536  C270 1.778
270 C 13.879 18.733 22.587  Cl269 1.778, C271 1.540, H273 1.071, H274 1.114
271 C 14.171 17.706 23.696  C270 1.540, Cl272 1.752, H275 1.098, H276 1.054
272 Cl 15.449 16.535 23.438  C271 1.752
273 H 13.613 18.325 21.633  C270 1.071
274 H 12.965 19.270 22.928  C270 1.114
275 H 13.308 17.039 23.821  C271 1.098
276 H 14.377 18.117 24.645  C271 1.054

## Properties
Energy above the lowest of the compared OMol25 structures with the same formula, charge and spin = 1.547 eV
Net charge = 0
Frontier orbital gap = 8.3 eV
2S+1 = 1

Results of the Mulliken charge analysis, in e, for atoms 1 through 5:
1. C -1.4222
2. C 0.8221
3. N 0.1123
4. C 1.2195
5. C -0.7813